{"formula": "C31H86O17", "method": "wB97M-V/def2-TZVPD", "species": ["C", "C", "C", "O", "H", "H", "H", "H", "H", "H", "H", "H", "C", "C", "C", "O", "H", "H", "H", "H", "H", "H", "H", "H", "C", "C", "C", "O", "H", "H", "H", "H", "H", "H", "H", "H", "C", "C", "C", "O", "H", "H", "H", "H", "H", "H", "H", "H", "C", "C", "C", "O", "H", "H", "H", "H", "H", "H", "H", "H", "C", "C", "C", "O", "H", "H", "H", "H", "H", "H", "H", "H", "C", "C", "C", "O", "H", "H", "H", "H", "H", "H", "H", "H", "O", "C", "C", "O", "H", "H", "H", "H", "H", "H", "O", "C", "C", "O", "H", "H", "H", "H", "H", "H", "O", "C", "C", "O", "H", "H", "H", "H", "H", "H", "O", "C", "C", "O", "H", "H", "H", "H", "H", "H", "O", "C", "C", "O", "H", "H", "H", "H", "H", "H"], "xyz": [[3.74587, -2.11586, -0.35921], [5.12641, -1.62346, -0.81545], [5.74722, -2.56676, -1.83460], [4.94474, -0.34343, -1.48900], [3.00199, -2.12679, -1.15584], [3.31275, -1.52387, 0.44705], [3.80296, -3.18056, -0.13281], [5.77807, -1.51110, 0.05104], [6.74611, -2.23054, -2.11260], [5.08821, -2.66503, -2.69723], [5.83617, -3.62339, -1.58215], [4.69288, 0.24376, -0.77250], [1.19824, 3.47118, 1.27778], [2.20521, 4.58339, 1.03917], [2.75116, 5.23011, 2.31042], [3.35282, 4.01296, 0.37962], [1.68313, 2.54257, 1.57887], [0.42239, 3.39180, 0.51630], [0.63839, 3.69022, 2.18702], [1.89821, 5.36870, 0.34843], [3.13776, 4.50014, 3.02159], [1.96175, 5.79919, 2.80142], [3.53371, 5.97389, 2.16038], [3.89055, 4.77861, 0.16460], [-1.91153, 1.65832, -2.60040], [-2.98474, 0.59880, -2.77115], [-3.86238, 0.39234, -1.51849], [-3.76520, 0.88626, -3.87021], [-2.36808, 2.60950, -2.32671], [-1.27925, 1.78088, -3.47977], [-1.37849, 1.39210, -1.68766], [-2.54635, -0.32648, -3.14501], [-4.29329, 1.30712, -1.11155], [-3.48084, -0.15133, -0.65422], [-4.72443, -0.23211, -1.75314], [-4.36933, 1.60336, -3.66430], [1.24341, -4.75940, 2.01156], [0.56261, -5.22725, 0.70360], [0.42486, -6.76586, 0.70377], [-0.77845, -4.79117, 0.80954], [1.06496, -3.71440, 2.26499], [2.31399, -4.94413, 2.09993], [0.72717, -5.27432, 2.82178], [0.97342, -4.84721, -0.23175], [0.13773, -7.21861, -0.24527], [-0.15689, -7.10977, 1.55898], [1.42917, -7.16604, 0.84269], [-1.39236, -5.23710, 0.22144], [-2.85327, 3.50784, 0.41223], [-3.70556, 4.01461, 1.65154], [-3.42513, 3.24294, 2.94308], [-3.50148, 5.40912, 1.90071], [-1.88899, 4.01518, 0.44174], [-3.42993, 3.83002, -0.45480], [-2.68035, 2.43611, 0.51015], [-4.77118, 3.96244, 1.42834], [-4.04530, 3.56444, 3.77982], [-2.38463, 3.25519, 3.26757], [-3.57881, 2.16704, 2.85991], [-3.82560, 5.62354, 2.77854], [-3.33754, -1.66410, 3.48494], [-2.12464, -1.11490, 4.19703], [-0.98036, -2.14166, 4.15584], [-1.63992, 0.03200, 3.51286], [-3.13122, -1.94373, 2.45181], [-4.12505, -0.92550, 3.33532], [-3.64433, -2.53154, 4.06933], [-2.38667, -0.89289, 5.23151], [-1.33494, -3.07456, 4.59411], [-0.13334, -1.87911, 4.78965], [-0.53061, -2.41977, 3.20269], [-0.93417, 0.37636, 4.06507], [0.82999, 4.00021, -2.33644], [2.05625, 4.81531, -2.62629], [3.00384, 4.19582, -3.63265], [1.60459, 5.96852, -3.24555], [0.42479, 3.41891, -3.16470], [0.12371, 4.67475, -1.85244], [1.12449, 3.26282, -1.58969], [2.63128, 5.19149, -1.78016], [2.56326, 3.91379, -4.58892], [3.51189, 3.30639, -3.25995], [3.68019, 5.03969, -3.76878], [2.37022, 6.49887, -3.47821], [-1.62948, -2.40795, -4.50260], [-0.68284, -2.52527, -3.43620], [-0.18487, -3.94223, -3.10794], [-1.25953, -4.84074, -2.96298], [-1.71872, -1.47454, -4.70846], [0.19490, -1.91807, -3.65750], [-1.16860, -2.13730, -2.54087], [0.34413, -3.91956, -2.15518], [0.48383, -4.21063, -3.92581], [-1.85198, -4.62972, -3.68830], [-3.40184, -5.39531, -0.47160], [-3.55220, -4.05483, -0.97643], [-4.51138, -3.29022, -0.10715], [-5.85256, -3.74956, -0.27407], [-3.61789, -6.02284, -1.16523], [-2.57590, -3.57613, -0.90036], [-3.87061, -4.02331, -2.01841], [-4.45126, -2.21339, -0.26502], [-4.15933, -3.49133, 0.90465], [-6.19537, -3.38641, -1.09395], [2.17280, -0.47633, -3.02389], [2.37479, -0.19135, -4.39237], [3.79999, -0.59951, -4.92644], [4.74968, 0.04271, -4.15810], [2.95651, -0.15805, -2.56992], [1.59959, -0.60906, -5.03477], [2.14199, 0.85536, -4.58808], [3.95208, -0.44909, -5.99525], [3.91812, -1.64866, -4.65544], [4.81346, -0.34877, -3.28387], [-0.49479, 3.43127, 6.27376], [0.79176, 3.07642, 5.72228], [0.64528, 1.90587, 4.67497], [0.06056, 0.85355, 5.45980], [-0.44620, 3.44557, 7.23242], [1.31690, 3.93537, 5.30450], [1.32719, 2.71060, 6.59840], [1.60120, 1.56444, 4.27780], [-0.05693, 2.19473, 3.89293], [0.18269, 1.12774, 6.37167], [-1.20660, -1.74963, -0.13471], [-0.04926, -0.93117, -0.28806], [-0.02369, 0.33591, 0.59461], [0.39662, 0.05858, 1.88018], [-0.93722, -2.42901, 0.48777], [0.82090, -1.54516, -0.05583], [0.14607, -0.60801, -1.31057], [-0.87047, 1.01959, 0.53418], [0.73172, 1.04106, 0.24786], [-0.36710, -0.32047, 2.32137]], "atomic_forces_ev_per_a": [[0.058, -0.489, -0.357], [-1.111, -0.687, -0.546], [0.018, -0.195, -0.321], [0.426, -0.665, 0.884], [0.211, 0.462, -0.435], [0.177, -0.165, 0.244], [0.123, 0.034, 0.736], [0.117, 0.191, -0.023], [-0.155, 0.104, -0.273], [0.060, 0.593, -0.356], [0.049, 0.141, 0.924], [-0.086, 0.571, -0.159], [-0.430, 0.765, 1.022], [1.512, -0.036, 0.034], [-0.843, 0.374, 0.558], [-0.033, -0.454, -0.249], [0.175, -0.142, -0.704], [0.482, -0.378, -0.213], [-0.202, 0.417, 0.122], [-0.910, 0.053, 0.213], [-0.050, -0.204, -0.107], [-0.224, -0.085, 0.195], [0.164, -0.151, -0.490], [0.374, -0.158, -0.157], [-0.334, -0.184, 1.080], [0.484, -0.326, 0.735], [-0.497, -0.603, 0.156], [-1.511, 0.603, -1.526], [-0.166, 0.199, -0.343], [0.023, -0.147, 0.185], [0.696, -0.023, -0.231], [0.381, -0.349, 0.946], [0.217, 0.393, -0.257], [0.958, 0.188, -0.156], [-0.122, 0.021, -0.558], [-0.087, 0.204, -0.026], [-0.440, -0.012, -0.152], [-1.282, -1.372, 0.841], [2.115, 0.040, -0.152], [-0.436, 1.877, 0.549], [0.064, 0.240, -0.561], [-0.041, -0.164, -0.297], [0.120, -0.302, 0.038], [0.542, 0.005, 0.097], [-0.616, 0.342, 0.025], [-0.249, 0.174, -0.248], [0.246, -0.264, 0.185], [-0.117, -0.347, -0.373], [-1.005, 1.316, 1.804], [0.372, -0.402, 0.502], [0.228, -0.804, -0.101], [0.769, 0.246, -0.669], [0.002, 0.053, -0.110], [0.419, -0.426, -0.310], [-0.305, 0.041, -0.334], [-0.114, -0.661, -0.259], [-0.061, 0.252, -0.034], [0.193, 0.615, -0.125], [-0.405, -0.095, -0.349], [-0.051, -0.132, 0.039], [-0.019, 0.250, -0.329], [1.111, -0.739, -1.231], [-0.031, -0.895, 1.281], [-0.975, 0.327, -0.147], [0.491, -0.384, 0.064], [-0.194, 0.044, 0.690], [-0.485, 0.020, -0.304], [0.099, 0.194, 0.122], [-0.108, -0.249, -0.030], [-0.035, 0.481, 0.088], [-0.589, 0.421, -0.414], [-0.008, 0.132, 0.376], [0.567, -0.400, 1.555], [0.110, -0.612, -1.373], [0.590, -0.330, 0.603], [-1.234, 2.078, -0.807], [0.004, 0.586, -0.226], [-0.441, -0.245, -0.247], [-0.120, -0.212, 0.118], [-0.121, -0.944, 0.655], [-0.375, 0.308, 0.120], [0.313, 0.128, 0.122], [0.781, -0.543, -0.542], [-0.063, 0.189, -0.133], [0.316, -1.084, -0.177], [0.121, 0.651, 0.993], [-0.672, 1.004, -0.916], [0.004, -0.278, -0.033], [-0.048, -0.006, -0.033], [0.128, 0.070, 0.119], [0.101, 0.090, 0.213], [0.128, 0.155, -0.136], [0.232, -0.541, 0.028], [-0.299, -0.127, -0.154], [-0.037, 0.223, -0.242], [0.460, 0.156, 0.165], [-0.078, -0.403, -0.085], [0.107, 0.016, 0.473], [0.000, 0.039, 0.016], [0.012, 0.096, -0.209], [0.011, -0.221, -0.105], [0.165, 0.053, -0.167], [-0.564, 0.001, 0.269], [0.029, 0.050, -0.062], [-0.072, -0.483, -0.503], [0.215, 0.513, -1.709], [-1.796, -0.682, 1.749], [1.218, 1.488, -0.373], [0.217, 0.141, 0.320], [-0.135, -1.004, 0.411], [0.714, 0.592, 0.210], [-0.094, 0.224, 0.138], [-0.370, -0.600, -0.718], [0.125, 0.003, 0.194], [0.113, 0.054, -0.901], [-0.353, -0.496, -0.201], [-0.330, 1.111, 2.328], [0.336, -0.284, -0.502], [0.106, 0.077, -0.103], [-0.147, 0.140, -0.017], [0.842, -0.186, -0.336], [-0.001, 0.290, -0.143], [0.143, -0.045, -0.124], [-0.338, -0.378, 0.072], [0.213, 0.592, -0.132], [0.250, 0.953, 0.150], [1.240, 0.251, -1.279], [0.257, -0.259, 0.845], [-0.319, -0.543, 0.104], [0.250, 0.175, 0.308], [-0.687, -0.199, -0.369], [-0.952, -0.646, 0.174], [0.469, -0.395, -0.762], [-0.389, -0.044, 0.646]], "homo_lumo_gap_ha": 0.3602, "spin_multiplicity": 1, "e_above_lowest_kj_mol": 327.17, "homo_ha": -0.3500, "e_lumo_ev": 0.28}